(1)
Below is one molecule with the formula C4H7NS at a distorted geometry, with properties calculated with ωB97M-V with the def2-TZVPD basis set.

Element x y z (Å)
C 0.6253 0.5825 -2.1173
C -0.3843 0.3982 -1.2967
C -0.0742 0.1317 0.2559
C -1.2604 0.2464 1.1851
N 1.0148 -0.5616 0.4224
S 1.2918 -1.4189 1.9553
H 1.7107 0.4891 -1.8183
H 0.3514 0.5294 -3.3920
H -1.3880 0.6700 -1.6231
H -2.3650 0.1487 0.7060
H -1.0455 1.2214 1.8569
H -1.1912 -0.7643 1.9620
H 2.7146 -1.6728 1.9038

Computed properties:
Molecular weight = 101.2 g mol⁻¹
ΔE to the lowest compared entry with this formula, charge and spin = 372.2 kJ/mol
Energy = -609.41672 hartree
Maximum force = 0.09030 Eh/bohr
E_LUMO = 0.59 eV
Charge = 0
HOMO-LUMO gap = 9.249 eV
HOMO = -0.3183 hartree

Löwdin population analysis, charges in e, atoms 1 to 2: -0.055 -0.162


(2)
Below is one molecule with the formula C4H7NS at a distorted geometry, with properties calculated with ωB97M-V with the def2-TZVPD basis set.

Element x y z (Å)
C -1.2204 1.4324 1.7648
C -0.6016 0.4707 0.6705
C 0.0341 -0.8515 0.9682
N 0.5496 -1.5122 0.0309
S 0.6572 -0.5204 -1.5099
C 0.1935 0.9409 -0.5408
H -1.7109 0.8462 2.5158
H -0.4782 2.0023 2.3655
H -1.9297 2.1529 1.4617
H -1.5594 0.2477 0.0474
H 0.1644 -1.3238 1.9533
H 1.0892 1.4582 -0.4270
H -0.3711 1.5741 -1.1508

Computed properties:
Molecular weight = 101.2 g mol⁻¹
ΔE to the lowest compared entry with this formula, charge and spin = 166.6 kJ/mol
Energy = -609.49504 hartree
Maximum force = 0.06478 Eh/bohr
E_LUMO = 0.72 eV
Charge = 0
HOMO-LUMO gap = 9.322 eV
HOMO = -0.3162 hartree

Löwdin population analysis, charges in e, atoms 1 to 2: -0.048 -0.364


(3)
Below is a 2-piece molecular cluster, C4H7NS overall at a distorted geometry, with properties calculated with ωB97M-V with the def2-TZVPD basis set.

Element x y z (Å)
C 1.7572 -2.4888 2.2230
N 0.5554 -1.9613 2.1085
S 0.0227 -0.5526 2.8443
H 2.3685 -2.2035 2.9704
H 1.9304 -3.4201 1.7151
H -0.0352 -2.4611 1.5121
C 1.0944 1.1559 -1.0625
C 0.0005 1.8451 -1.0491
C -1.2202 2.3635 -0.8870
H 1.4096 0.7624 -0.1494
H 1.6927 1.0815 -2.0327
H -1.4076 3.4033 -0.6220
H -2.0608 1.8396 -1.1188

Computed properties:
Molecular weight = 101.2 g mol⁻¹
ΔE to the lowest compared entry with this formula, charge and spin = 398.0 kJ/mol
Energy = -609.40691 hartree
Maximum force = 0.08464 Eh/bohr
E_LUMO (alpha / beta) = -0.21 / -0.22 eV
Charge = 0
HOMO-LUMO gap (alpha / beta) = 7.947 / 7.944 eV
HOMO (alpha / beta) = -0.2999 / -0.2999 hartree

Löwdin population analysis, charges in e, atoms 1 to 2: -0.029 -0.568